# C36H51CuN3P2S

A structure of composition C36H51CuN3P2S (ωB97M-V with the def2-TZVPD basis set, the Open Molecules 2025 dataset).

The geometry in XYZ format:
```
94
C36H51CuN3P2S ωB97M-V with the def2-TZVPD basis set
Cu -0.072 -0.797 -0.845
C 0.529 1.160 4.000
P 0.251 -0.026 2.618
C -1.224 -0.906 3.255
C 1.613 -1.226 2.879
C 1.857 -1.938 4.044
C 2.891 -2.861 4.104
C 3.683 -3.083 2.988
C 3.445 -2.383 1.813
C 2.420 -1.445 1.756
P 1.959 -0.555 0.224
C 3.154 -1.171 -1.026
C 2.621 1.135 0.472
H 0.538 0.662 4.971
H -0.278 1.892 3.973
H 1.476 1.679 3.857
H -1.100 -1.241 4.287
H -1.441 -1.758 2.611
H -2.064 -0.211 3.206
H 1.230 -1.781 4.913
H 3.075 -3.414 5.017
H 4.478 -3.816 3.025
H 4.058 -2.585 0.947
H 3.003 -2.235 -1.210
H 4.190 -0.991 -0.736
H 2.938 -0.634 -1.951
H 3.549 1.081 1.042
H 1.896 1.756 0.997
H 2.810 1.571 -0.509
C 0.813 4.375 -0.544
C 0.508 3.557 -1.771
C 0.527 4.155 -3.033
C 0.295 3.386 -4.162
C 0.284 4.012 -5.532
C 0.073 2.018 -4.041
C 0.072 1.369 -2.792
C 0.253 2.203 -1.665
N -0.079 0.018 -2.574
C -0.149 -0.915 -3.708
C -0.151 -2.340 -3.144
C -1.483 -0.771 -4.468
C 1.073 -0.802 -4.646
H 0.471 5.404 -0.660
H 1.892 4.407 -0.370
H 0.353 3.946 0.345
H 0.732 5.214 -3.126
H 0.493 5.079 -5.481
H -0.687 3.879 -6.011
H 1.030 3.550 -6.180
H -0.101 1.467 -4.950
H 0.188 1.753 -0.680
H -1.051 -2.543 -2.560
H 0.721 -2.513 -2.508
H -0.109 -3.056 -3.965
H -2.298 -0.735 -3.743
H -1.638 -1.634 -5.118
H -1.540 0.121 -5.081
H 1.863 -1.476 -4.312
H 1.488 0.205 -4.668
H 0.807 -1.083 -5.666
C -5.623 -1.685 0.074
N -4.453 -0.882 0.360
C -4.273 -0.680 1.781
C -3.227 -1.214 -0.354
C -2.358 -2.346 0.178
C -2.939 -3.553 0.565
C -2.172 -4.597 1.059
C -0.798 -4.453 1.143
C -0.211 -3.270 0.712
C -0.962 -2.195 0.231
H -6.523 -1.095 0.267
H -5.700 -2.596 0.686
H -5.630 -1.977 -0.976
H -5.176 -0.228 2.197
H -3.440 0.000 1.952
H -4.078 -1.617 2.328
H -2.604 -0.313 -0.376
H -3.514 -1.425 -1.390
H -4.006 -3.689 0.474
H -2.647 -5.521 1.364
H -0.184 -5.255 1.532
H 0.873 -3.201 0.756
S -1.565 2.007 0.802
C -2.156 3.411 0.115
N -2.029 3.590 -1.236
C -2.408 4.699 -1.913
C -2.974 5.741 -1.255
C -3.138 5.630 0.147
C -2.740 4.510 0.811
H -1.567 2.832 -1.729
H -2.224 4.693 -2.977
H -3.280 6.626 -1.791
H -3.579 6.452 0.695
H -2.849 4.413 1.880
```

Multiplicity: 2
Strongest force on any atom, eV/Å: 1.39
Energy relative to the best compared isomer or geometry (same formula, charge and spin), kcal/mol: 9.5
Gap between HOMO and LUMO (spin up / spin down), eV: 7.3 / 6.2
Electronic energy, eV: -116681.5247
Total charge: 0

***

# C19H14BrCl5MgN5S

A structure of composition C19H14BrCl5MgN5S (ωB97M-V with the def2-TZVPD basis set, the Open Molecules 2025 dataset).

The geometry in XYZ format:
```
46
C19H14BrCl5MgN5S ωB97M-V with the def2-TZVPD basis set
Mg 0.378 -0.409 0.060
C -1.966 2.814 1.920
C -1.111 2.016 0.990
N -0.063 1.371 1.338
N 0.386 1.450 2.617
C 1.446 0.676 2.999
N 1.797 0.821 4.278
S 2.268 -0.347 1.963
C -1.405 1.945 -0.475
C -2.301 2.808 -1.073
C -2.459 2.762 -2.453
C -1.715 1.858 -3.183
C -0.850 1.016 -2.503
N -0.693 1.046 -1.182
H -2.074 2.306 2.880
H -1.543 3.807 2.095
H -2.969 2.938 1.522
H -0.160 1.941 3.308
H 1.257 1.358 4.936
H 2.508 0.207 4.641
H -2.859 3.521 -0.485
H -3.153 3.432 -2.943
H -1.800 1.792 -4.258
H -0.265 0.279 -3.041
Cl -0.945 -1.291 3.663
C -1.279 -2.324 2.277
C -0.881 -1.906 1.017
C -1.270 -2.771 0.008
Cl -0.850 -2.263 -1.642
C -1.955 -3.969 0.164
Cl -2.369 -4.951 -1.184
C -2.302 -4.348 1.456
Cl -3.144 -5.816 1.723
C -1.968 -3.512 2.525
Cl -2.423 -3.966 4.119
Br 3.104 -2.158 -5.052
C 3.180 -1.108 -3.500
C 4.218 -0.218 -3.288
C 4.200 0.522 -2.118
C 3.164 0.346 -1.221
N 2.157 -0.519 -1.421
C 2.180 -1.235 -2.555
H 5.014 -0.112 -4.012
H 4.985 1.231 -1.897
H 3.133 0.916 -0.303
H 1.392 -1.957 -2.708
```

Strongest force on any atom, eV/Å: 0.57
Gap between HOMO and LUMO, eV: 7.4
Electronic energy, eV: -176312.8314
Total charge: +1

***

# C2H5O3

A cluster of 2 separate species, C2H5O3 in total (ωB97M-V with the def2-TZVPD basis set, the Open Molecules 2025 dataset).

The geometry in XYZ format:
```
10
C2H5O3 ωB97M-V with the def2-TZVPD basis set
C 1.737 -0.197 -0.422
O 0.656 -0.883 0.184
H 1.852 -0.554 -1.458
H 2.636 -0.489 0.142
H 1.535 0.873 -0.416
O -3.048 0.665 -0.294
C -2.090 0.352 0.413
O -1.028 1.030 0.602
H -2.153 -0.613 0.955
H -0.097 -0.184 0.293
```

Strongest force on any atom, eV/Å: 1.33
Energy relative to the best compared isomer or geometry (same formula, charge and spin), kcal/mol: 22.9
Gap between HOMO and LUMO, eV: 8.8
Electronic energy, eV: -8298.6840
Total charge: -1

***

# C2H7IN3O2

The ion C2H7IN3O2 with charge +1 (ωB97M-V with the def2-TZVPD basis set, the Open Molecules 2025 dataset).

The geometry in XYZ format:
```
15
C2H7IN3O2 ωB97M-V with the def2-TZVPD basis set
N -0.950 2.230 -1.781
O -0.347 1.603 -0.676
C -0.611 0.323 -0.537
O -1.518 -0.248 -1.097
C 0.384 -0.314 0.583
N -0.234 -1.735 1.038
N 1.644 -0.586 0.234
I 3.204 0.550 1.210
H -1.144 3.176 -1.508
H -1.792 1.688 -1.943
H 0.217 0.291 1.504
H -1.233 -1.878 0.919
H -0.034 -1.717 2.061
H 0.258 -2.551 0.627
H 2.156 -0.831 -0.634
```

Strongest force on any atom, eV/Å: 5.24
Gap between HOMO and LUMO, eV: 8.4
Electronic energy, eV: -18843.7734
SMILES string: NOC(=O)[C@@H]([NH3+])NI
Total charge: +1

***

# C50H54ClN2P3ScSi2

A structure of composition C50H54ClN2P3ScSi2 (ωB97M-V with the def2-TZVPD basis set, the Open Molecules 2025 dataset).

The geometry in XYZ format:
```
113
C50H54ClN2P3ScSi2 ωB97M-V with the def2-TZVPD basis set
Sc 1.131 -0.457 -0.976
C -2.448 2.196 -3.529
Si -1.957 0.605 -2.634
C -1.450 -0.619 -3.964
C -3.618 0.086 -1.889
N -0.663 0.821 -1.494
P 0.089 2.207 -1.064
C 1.574 1.895 -0.400
P 1.882 1.304 1.112
N 1.503 -0.279 1.209
Si 2.004 -1.438 2.403
C 1.876 -0.744 4.170
C 3.783 -1.984 2.133
C 0.936 -2.971 2.453
C 1.083 2.214 2.479
C -0.137 1.778 2.980
C -0.803 2.512 3.952
C -0.244 3.683 4.443
C 0.973 4.129 3.945
C 1.625 3.405 2.958
C 3.670 1.506 1.467
C 4.533 1.558 0.376
C 5.908 1.591 0.563
C 6.437 1.593 1.846
C 5.585 1.567 2.941
C 4.210 1.519 2.751
C 0.354 3.200 -2.580
C -0.137 4.484 -2.779
C 0.111 5.163 -3.967
C 0.852 4.560 -4.972
C 1.349 3.277 -4.778
C 1.106 2.606 -3.590
C -1.028 3.222 -0.037
C -0.565 4.398 0.551
C -1.386 5.140 1.385
C -2.681 4.709 1.652
C -3.141 3.528 1.093
C -2.313 2.787 0.259
H -3.405 2.001 -4.026
H -2.596 3.051 -2.866
H -1.722 2.491 -4.291
H -2.317 -1.009 -4.507
H -0.792 -0.117 -4.681
H -0.897 -1.465 -3.554
H -4.302 -0.066 -2.733
H -3.622 -0.827 -1.298
H -4.051 0.884 -1.280
H 2.726 -1.099 4.763
H 1.843 0.341 4.248
H 0.964 -1.121 4.644
H 4.472 -1.136 2.100
H 4.100 -2.653 2.940
H 3.871 -2.532 1.192
H -0.052 -2.746 2.865
H 0.806 -3.444 1.482
H 1.416 -3.702 3.115
H -0.555 0.849 2.609
H -1.757 2.165 4.331
H -0.761 4.253 5.207
H 1.410 5.048 4.319
H 2.568 3.763 2.561
H 4.095 1.579 -0.615
H 6.565 1.621 -0.299
H 7.511 1.621 1.991
H 5.988 1.577 3.947
H 3.564 1.494 3.618
H -0.741 4.962 -2.018
H -0.287 6.162 -4.103
H 1.039 5.084 -5.902
H 1.928 2.791 -5.555
H 1.502 1.607 -3.465
H 0.455 4.720 0.367
H -1.010 6.048 1.841
H -3.320 5.287 2.310
H -4.141 3.173 1.313
H -2.663 1.853 -0.159
C -2.902 -2.270 3.507
C -2.845 -3.531 2.924
C -2.472 -3.665 1.597
C -2.153 -2.543 0.832
C -2.204 -1.286 1.428
C -2.580 -1.148 2.761
P -1.606 -2.598 -0.917
C -2.849 -3.694 -1.688
C -2.519 -4.354 -2.875
C -3.470 -5.081 -3.571
C -4.776 -5.156 -3.104
C -5.121 -4.494 -1.935
C -4.166 -3.768 -1.235
C -0.084 -3.583 -0.893
C -0.061 -4.978 -0.788
C 1.148 -5.644 -0.738
C 2.328 -4.906 -0.806
C 2.283 -3.525 -0.912
C 1.079 -2.795 -0.949
H -3.188 -2.168 4.547
H -3.084 -4.412 3.508
H -2.421 -4.650 1.147
H -1.935 -0.411 0.843
H -2.617 -0.163 3.212
H -1.503 -4.300 -3.251
H -3.191 -5.589 -4.486
H -5.520 -5.723 -3.651
H -6.137 -4.540 -1.562
H -4.449 -3.255 -0.324
H -0.989 -5.541 -0.757
H 1.177 -6.725 -0.653
H 3.284 -5.419 -0.780
H 3.230 -2.997 -0.973
Cl 2.134 -1.106 -3.668
C 3.041 -0.481 -2.172
H 3.482 0.455 -2.503
H 3.826 -1.214 -1.994
```

Strongest force on any atom, eV/Å: 0.55
Energy relative to the best compared isomer or geometry (same formula, charge and spin), kcal/mol: 76.8
Gap between HOMO and LUMO, eV: 7.3
Electronic energy, eV: -132559.0158
Total charge: -1

***

# C4H8N2S

The molecule C4H8N2S (ωB97M-V with the def2-TZVPD basis set, the Open Molecules 2025 dataset).

The geometry in XYZ format:
```
15
C4H8N2S ωB97M-V with the def2-TZVPD basis set
N -2.174 0.900 -0.538
N -2.564 -0.182 0.360
C -1.707 -1.102 0.541
S -0.158 -1.429 -0.510
C 0.731 0.182 -0.437
C 2.234 -0.094 -0.350
C 1.427 0.297 0.935
H -1.882 0.446 -1.442
H -2.969 1.427 -0.644
H -1.739 -1.967 1.286
H 0.360 1.058 -0.884
H 2.626 -1.072 -0.647
H 2.948 0.626 -0.688
H 1.324 -0.426 1.776
H 1.544 1.335 1.241
```

Strongest force on any atom, eV/Å: 4.28
Energy relative to the best compared isomer or geometry (same formula, charge and spin), kcal/mol: 81.9
Gap between HOMO and LUMO, eV: 9.8
Electronic energy, eV: -18090.1915
SMILES string: N/N=C\SC1CC1
Total charge: 0

***

# C31H57FN2O11

A cluster of 6 separate species, C31H57FN2O11 in total (ωB97M-V with the def2-TZVPD basis set, the Open Molecules 2025 dataset).

The geometry in XYZ format:
```
102
C31H57FN2O11 ωB97M-V with the def2-TZVPD basis set
O 5.534 -4.784 1.460
C 5.203 -3.783 2.115
F 4.919 -4.001 3.505
N 5.058 -2.412 1.618
C 4.033 -2.307 0.547
O 4.373 -2.608 -0.625
C 2.593 -1.760 1.006
N 1.600 -1.651 -0.112
C 0.264 -2.211 0.284
C -0.224 -3.650 -0.043
C -1.621 -4.146 0.456
C -2.514 -3.164 1.285
C -2.078 -1.692 1.595
C -0.675 -1.270 1.070
C 2.879 -0.260 1.586
O 2.016 0.408 2.249
O 4.107 0.384 1.337
C 2.068 -2.762 2.185
O 1.553 -2.339 3.274
O 2.124 -4.155 2.026
H 5.960 -2.005 1.337
H 1.871 -2.216 -0.930
H 0.465 -4.366 -0.625
H -2.027 -5.193 0.262
H -3.532 -3.478 1.706
H -2.726 -0.957 2.169
H -0.302 -0.198 1.270
C -2.882 3.688 -0.408
C -2.586 3.008 0.917
O -1.280 2.460 0.998
C -0.200 3.373 0.863
C -0.187 4.459 1.926
H -2.719 2.997 -1.240
H -3.919 4.035 -0.437
H -2.236 4.554 -0.572
H -3.280 2.170 1.043
H -2.767 3.686 1.759
H -0.193 3.807 -0.143
H 0.715 2.783 0.953
H -1.068 5.100 1.860
H 0.699 5.090 1.813
H -0.177 4.015 2.926
C -5.818 7.371 1.493
C -5.526 6.692 2.819
O -4.220 6.142 2.903
C -3.140 7.056 2.768
C -3.128 8.143 3.831
H -5.654 6.680 0.662
H -6.853 7.720 1.462
H -5.170 8.236 1.330
H -6.220 5.856 2.945
H -5.706 7.371 3.660
H -3.133 7.489 1.762
H -2.224 6.468 2.859
H -4.009 8.784 3.766
H -2.243 8.774 3.718
H -3.117 7.700 4.831
C 0.648 -3.763 -6.062
C 1.099 -3.099 -4.773
O 1.196 -3.992 -3.675
C 2.112 -5.067 -3.812
C 3.540 -4.607 -4.012
H -0.307 -4.276 -5.918
H 0.532 -3.019 -6.855
H 1.369 -4.508 -6.408
H 0.359 -2.344 -4.490
H 2.045 -2.565 -4.913
H 1.792 -5.741 -4.615
H 2.057 -5.645 -2.886
H 3.661 -4.047 -4.942
H 4.219 -5.463 -4.045
H 3.847 -3.950 -3.192
C 7.517 2.402 4.398
C 6.577 2.320 5.587
O 5.684 3.420 5.686
C 4.796 3.608 4.587
C 3.873 2.428 4.339
H 8.082 3.338 4.417
H 8.219 1.565 4.408
H 6.972 2.369 3.451
H 7.174 2.325 6.506
H 6.021 1.377 5.588
H 5.361 3.862 3.684
H 4.188 4.485 4.830
H 4.428 1.531 4.059
H 3.175 2.655 3.531
H 3.301 2.193 5.242
C -4.682 -3.394 -6.292
C -3.583 -4.128 -5.545
O -4.057 -4.925 -4.470
C -4.960 -5.967 -4.810
C -4.375 -6.990 -5.770
H -5.270 -2.779 -5.606
H -4.255 -2.751 -7.065
H -5.373 -4.088 -6.780
H -2.907 -3.388 -5.105
H -2.975 -4.732 -6.226
H -5.893 -5.548 -5.202
H -5.215 -6.471 -3.874
H -4.131 -6.545 -6.737
H -5.088 -7.800 -5.943
H -3.453 -7.415 -5.362
```

Strongest force on any atom, eV/Å: 6.04
Gap between HOMO and LUMO, eV: 4.8
Electronic energy, eV: -61283.9938
Total charge: -2

***

# C4H7N2

The ion C4H7N2 with charge +1 (ωB97M-V with the def2-TZVPD basis set, the Open Molecules 2025 dataset).

The geometry in XYZ format:
```
13
C4H7N2 ωB97M-V with the def2-TZVPD basis set
C -0.441 0.717 1.246
C 1.556 1.169 0.242
C -1.030 -0.115 -0.042
C -0.266 -0.166 -1.248
N 0.722 1.092 1.111
N -0.412 -1.377 -0.452
H -0.874 0.642 2.317
H 2.109 0.287 -0.069
H 1.885 2.092 -0.204
H -2.128 -0.280 0.132
H -0.380 -0.199 -2.342
H 0.365 -1.789 0.012
H -1.106 -2.074 -0.702
```

Multiplicity: 3
Strongest force on any atom, eV/Å: 6.76
Energy relative to the best compared isomer or geometry (same formula, charge and spin), kcal/mol: 79.1
Gap between HOMO and LUMO (spin up / spin down), eV: 6.9 / 8.2
Electronic energy, eV: -7227.3027
Total charge: +1